Below is one molecule with the formula C5H8O2, with properties calculated with wB97M-V/def2-TZVPD.

```
! wB97M-V def2-TZVPD RIJCOSX def2/J DEFGRID3
* xyz 0 1
C -2.04603 -0.14740 -0.87614
C -0.90648 -0.44881 0.09407
C 0.16120 0.64798 0.08329
C 1.26915 0.33358 1.05211
O 1.19650 0.16609 2.23256
C 2.57840 -0.52988 0.13051
O 2.66467 0.70130 0.45656
H -2.55776 0.78638 -0.61474
H -2.79059 -0.95029 -0.86789
H -1.67519 -0.04869 -1.90336
H -0.42928 -1.40043 -0.17022
H -1.29347 -0.55942 1.11351
H 0.56035 0.79215 -0.92440
H -0.27542 1.59785 0.42109
H 3.54396 -0.94043 -0.22694
*
```

Values from the calculation:
Highest occupied orbital energy (eV): -9.2
E_LUMO (eV): 0.18
ΔE to the lowest compared entry with this formula, charge and spin (kcal/mol): 82.9

Here is what Mulliken gives for the atomic charges, in e: atom 1 (C): -1.187, atom 2 (C): -0.307, atom 3 (C): -0.542, atom 4 (C): 0.744, atom 5 (O): -0.564, atom 6 (C): -0.402, atom 7 (O): -0.252, atom 8 (H): 0.311, atom 9 (H): 0.348, atom 10 (H): 0.324, atom 11 (H): 0.292, atom 12 (H): 0.292, atom 13 (H): 0.341, atom 14 (H): 0.335, atom 15 (H): 0.267

=====

Below is C32H46AsF3RuS4SbSi2 as an isolated structure, with properties calculated with wB97M-V/def2-TZVPD.

```
! wB97M-V def2-TZVPD RIJCOSX def2/J DEFGRID3
* xyz 2 6
Ru -0.22521 -1.72539 -0.28218
C 3.14175 -1.94223 -1.48681
C 3.12950 -3.02822 -0.42002
S 1.83222 -2.76009 0.82461
C 1.34677 -4.46683 1.21037
C 0.01137 -4.51472 1.94192
S -1.44863 -3.93248 1.04331
C -1.88654 -5.30607 -0.04308
C -1.00734 -5.50078 -1.26794
S -0.68878 -3.93366 -2.11939
C 0.87685 -4.37729 -2.91430
C 1.53409 -3.15050 -3.52213
S 1.62318 -1.70717 -2.43576
H 3.95439 -2.13400 -2.18918
H 3.33805 -0.96209 -1.04575
H 4.09147 -3.04043 0.09235
H 2.97670 -4.01241 -0.86014
H 2.11706 -4.90144 1.84840
H 1.31774 -5.03121 0.27987
H 0.04938 -3.89669 2.84126
H -0.18297 -5.53546 2.27436
H -2.91190 -5.08437 -0.34431
H -1.92695 -6.22602 0.54151
H -1.49637 -6.18506 -1.96138
H -0.04887 -5.94161 -0.99640
H 0.67876 -5.10948 -3.69769
H 1.51779 -4.84792 -2.16886
H 0.96641 -2.80630 -4.38735
H 2.53787 -3.38768 -3.87692
C -2.82137 0.42007 4.73219
Si -1.20736 0.71202 3.84917
C -0.98320 2.49722 3.38617
C 0.18807 -0.03841 4.82983
As -1.29906 -0.70798 1.90054
Si -3.31675 -0.66582 1.12440
C -4.77253 0.31597 1.70986
C -3.81543 -1.67901 -0.35383
C -3.15608 1.75882 -1.29726
H -2.72945 0.84080 5.73865
H -3.04337 -0.64187 4.84438
H -3.66836 0.91258 4.25744
H -0.58637 3.04725 4.24355
H -1.94490 2.94241 3.12192
H -0.29366 2.63533 2.55322
H 0.53633 0.68312 5.57353
H 1.04395 -0.32431 4.22166
H -0.16441 -0.92331 5.36311
H -5.42665 -0.31504 2.31857
H -5.34386 0.63985 0.83801
H -4.49710 1.18677 2.30033
H -4.33959 -2.57314 0.00173
H -3.01152 -2.00283 -1.01569
H -4.53482 -1.10242 -0.93930
H -3.09277 1.52923 -0.22973
H -4.19792 1.97688 -1.53992
H -2.86462 0.86424 -1.85500
F 0.21643 6.08335 -2.50088
C -0.59252 5.05463 -2.21494
C -1.00439 4.87051 -0.91022
C -1.82387 3.78835 -0.61974
C -2.24548 2.91338 -1.61735
C -1.81944 3.14433 -2.92448
C -0.98958 4.20921 -3.23413
Sb 0.72243 1.03135 -0.74306
C 1.92372 1.83137 -2.26960
C 3.16385 2.40474 -1.98218
C 3.96730 2.89365 -3.00044
C 3.51132 2.80252 -4.30260
F 4.27978 3.26915 -5.28822
C 2.28603 2.24329 -4.62369
C 1.49624 1.75804 -3.59673
C 1.60106 1.97045 0.92363
C 2.08593 1.21212 1.98719
C 2.70443 1.81853 3.07095
C 2.82449 3.19546 3.07307
F 3.41506 3.78453 4.11484
C 2.36190 3.98179 2.03233
C 1.75218 3.35868 0.95543
H -0.69447 5.57042 -0.14569
H -2.14697 3.63435 0.40421
H -2.14742 2.48334 -3.71923
H -0.65538 4.39663 -4.24536
H 3.51220 2.48154 -0.95944
H 4.92948 3.34507 -2.80118
H 1.97206 2.20420 -5.65783
H 0.53303 1.32422 -3.83934
H 1.99390 0.13005 1.97372
H 3.09980 1.24892 3.90112
H 2.48942 5.05510 2.07348
H 1.40249 3.96592 0.13045
*
```

Values from the calculation:
Highest occupied orbital energy (alpha / beta) (eV): -11.8 / -13.2
E_LUMO (alpha / beta) (eV): -5.24 / -6.85
⟨S²⟩: 8.772

Here is what Mulliken gives for the atomic charges, in e: atom 1 (Ru): 0.828, atom 2 (C): -0.713, atom 3 (C): -0.990, atom 4 (S): 0.194, atom 5 (C): -0.542, atom 6 (C): -1.021, atom 7 (S): 0.310, atom 8 (C): -1.032, atom 9 (C): -0.730, atom 10 (S): 0.041, atom 11 (C): -0.468, atom 12 (C): -1.067, atom 13 (S): -0.131, atom 14 (H): 0.652, atom 15 (H): 0.173, atom 16 (H): 0.583, atom 17 (H): 0.418, atom 18 (H): 0.502, atom 19 (H): 0.021, atom 20 (H): 0.385, atom 21 (H): 0.526, atom 22 (H): 0.382, atom 23 (H): 0.501, atom 24 (H): 0.553, atom 25 (H): 0.382, atom 26 (H): 0.528, atom 27 (H): 0.115, atom 28 (H): 0.421, atom 29 (H): 0.510, atom 30 (C): -1.154, atom 31 (Si): 0.214, atom 32 (C): -0.429, atom 33 (C): -1.050, atom 34 (As): -0.068, atom 35 (Si): 0.541, atom 36 (C): -1.246, atom 37 (C): -0.993, atom 38 (C): -0.637, atom 39 (H): 0.403, atom 40 (H): 0.319, atom 41 (H): 0.317, atom 42 (H): 0.393, atom 43 (H): 0.387, atom 44 (H): -0.096, atom 45 (H): 0.380, atom 46 (H): 0.244, atom 47 (H): 0.397, atom 48 (H): 0.444, atom 49 (H): 0.430, atom 50 (H): 0.365, atom 51 (H): 0.396, atom 52 (H): 0.155, atom 53 (H): 0.490, atom 54 (H): -0.484, atom 55 (H): 0.464, atom 56 (H): 0.267, atom 57 (F): -0.369, atom 58 (C): 0.563, atom 59 (C): -0.705, atom 60 (C): 0.059, atom 61 (C): -0.153, atom 62 (C): -0.087, atom 63 (C): -0.776, atom 64 (Sb): 0.067, atom 65 (C): 0.669, atom 66 (C): -0.492, atom 67 (C): -0.714, atom 68 (C): 0.276, atom 69 (F): -0.319, atom 70 (C): -0.715, atom 71 (C): -0.616, atom 72 (C): 0.139, atom 73 (C): -0.205, atom 74 (C): -0.536, atom 75 (C): 0.072, atom 76 (F): -0.343, atom 77 (C): -0.679, atom 78 (C): -0.405, atom 79 (H): 0.477, atom 80 (H): 0.356, atom 81 (H): 0.487, atom 82 (H): 0.528, atom 83 (H): 0.463, atom 84 (H): 0.481, atom 85 (H): 0.508, atom 86 (H): 0.485, atom 87 (H): 0.092, atom 88 (H): 0.581, atom 89 (H): 0.511, atom 90 (H): 0.521

=====

Below is a 2-piece molecular cluster, C2H7Cl2N2OP overall, with properties calculated with wB97M-V/def2-TZVPD.

```
! wB97M-V def2-TZVPD RIJCOSX def2/J DEFGRID3
* xyz 0 1
C -1.30612 0.20164 1.02624
C -0.04702 -1.07349 -0.54777
N 0.94282 0.60705 0.66059
N -0.15946 0.03439 0.43091
O 3.24917 0.60547 -0.44898
P 4.52313 -0.14830 0.16766
Cl 4.90739 -1.50138 -1.32427
Cl 5.87357 1.24352 -0.32232
H -2.15855 -0.46958 1.02878
H 2.44930 0.89417 0.02937
H -1.40143 0.92910 1.72797
H 0.15628 -2.03922 0.06475
H -0.93100 -1.15275 -1.28353
H 0.92309 -0.79531 -1.06125
H 0.90479 1.20063 1.45286
*
```

Values from the calculation:
Highest occupied orbital energy (eV): -8.8
E_LUMO (eV): 0.46
ΔE to the lowest compared entry with this formula, charge and spin (kcal/mol): 1.4

Here is what Mulliken gives for the atomic charges, in e: atom 1 (C): -0.318, atom 2 (C): -0.777, atom 3 (N): -0.856, atom 4 (N): 0.422, atom 5 (O): -0.360, atom 6 (P): 0.333, atom 7 (Cl): -0.214, atom 8 (Cl): -0.194, atom 9 (H): 0.230, atom 10 (H): 0.501, atom 11 (H): 0.276, atom 12 (H): 0.273, atom 13 (H): 0.319, atom 14 (H): 0.248, atom 15 (H): 0.118